Entry 1:
The following is a quantum chemistry calculation of C3H5ClN2S in the gas phase at a distorted geometry, from OMol25.

```
12
Properties=species:S:1:pos:R:3:lowdin_charge:R:1
Cl 2.84783 1.07261 0.60471 0.29
C 1.95359 -0.60140 0.18585 -0.55
N 0.61921 -0.73220 0.08092 0.00
C -0.58497 -0.49342 -0.04353 -0.18
C -1.34820 0.73692 0.11747 -0.53
N -2.64131 0.76494 -0.66663 -0.39
S -2.94949 0.72142 1.00639 0.79
H 2.29660 -1.34918 1.04102 0.12
H 2.51244 -0.84728 -0.80824 0.11
H -1.09797 -1.31934 -0.35381 0.09
H -0.78695 1.68431 0.09276 0.11
H -3.01790 1.78687 -0.97454 0.12
```

Properties
Multiplicity ... 1
Highest occupied orbital energy ... -9.0 eV
Orbital gap ... 9.06 eV
Energy ... -29526.4209 eV
LUMO level ... 0.081 eV
ΔE to the lowest compared entry with this formula, charge and spin ... 64.72 kcal/mol

=====

Entry 2:
The following is a quantum chemistry calculation of C7H14N2 in the gas phase at a distorted geometry, from OMol25.

```
23
Properties=species:S:1:pos:R:3:lowdin_charge:R:1
C -1.15651 1.37732 0.48166 -0.04
C 0.14411 -1.12734 2.31561 -0.03
C -0.46923 -0.94286 0.95198 -0.39
C -0.02440 0.36617 0.24621 -0.53
N 1.26315 0.84245 0.45602 0.13
N -1.31335 -1.71560 0.40867 0.15
H 1.25900 1.48122 1.25899 0.05
H -1.55201 -2.50431 1.01001 0.06
H -1.31207 1.52360 1.55553 0.08
H -2.09649 1.02009 0.05673 0.09
H -0.89739 2.33810 0.03731 0.08
H -0.27281 -1.99357 2.83097 0.08
H 1.22489 -1.23832 2.20931 0.08
H -0.01459 -0.23535 2.92710 0.08
C 0.22417 1.05268 -2.34902 -0.08
C 0.14406 -0.15251 -1.42770 -0.35
C 1.31865 -0.92323 -1.26704 0.06
H -0.76074 -0.75441 -1.53022 0.11
H -0.69614 1.63740 -2.31318 0.07
H 1.05637 1.69378 -2.05881 0.08
H 0.37111 0.73244 -3.38322 0.08
H 2.28858 -0.56079 -1.57483 0.07
H 1.27163 -1.91697 -0.84207 0.07
```

Properties
Multiplicity ... 1
Highest occupied orbital energy (spin up / spin down) ... -8.8 / -7.5 eV
Orbital gap (spin up / spin down) ... 9.26 / 7.06 eV
Energy ... -10462.1395 eV
LUMO level (spin up / spin down) ... 0.444 / -0.480 eV
ΔE to the lowest compared entry with this formula, charge and spin ... 97.49 kcal/mol

=====

Entry 3:
The following is a quantum chemistry calculation of 2 unconnected molecules or ions with the total composition C2H4N3O at a distorted geometry, from OMol25.

```
10
Properties=species:S:1:pos:R:3:lowdin_charge:R:1
C -0.28305 0.66750 -0.17216 -0.32
C 2.56339 -0.12668 0.01363 -0.35
N 1.92657 0.86755 0.28199 0.19
N -0.75711 0.68446 0.88599 0.35
N -0.09962 0.65618 -1.38249 0.23
O 2.96124 -1.13736 -0.28693 0.28
H 2.27153 1.82458 0.43604 0.15
H -0.73942 1.28307 1.72674 0.17
H -0.68478 1.19194 -1.96913 0.13
H 0.73804 0.15720 -1.77389 0.16
```

Properties
Multiplicity ... 3
Highest occupied orbital energy (spin up / spin down) ... -10.9 / -16.1 eV
Orbital gap (spin up / spin down) ... 7.36 / 6.37 eV
Energy ... -8642.0888 eV
⟨S²⟩ ... 2.01
LUMO level (spin up / spin down) ... -3.588 / -9.693 eV
Net charge ... +1
ΔE to the lowest compared entry with this formula, charge and spin ... 36.51 kcal/mol

=====

Entry 4:
The following is a quantum chemistry calculation of a molecular structure, C32H26I2MoN6O2S at a distorted geometry, from OMol25.

```
70
Properties=species:S:1:pos:R:3:lowdin_charge:R:1
Mo 0.38805 0.04951 -0.06364 1.63
C 1.59187 0.75463 -2.90184 -0.10
N 0.84264 -0.35142 -2.23484 -0.22
C 1.74712 -1.53988 -2.15059 -0.12
C 1.16848 -2.58601 -1.24423 -0.24
C 1.25348 -3.93971 -1.50161 0.01
C 0.72123 -4.83577 -0.58540 -0.03
C 0.11601 -4.34880 0.55751 -0.02
C 0.06772 -2.97763 0.75065 -0.08
N 0.57971 -2.11325 -0.12963 -0.02
C -0.41467 -0.72052 -2.94595 -0.12
C -1.66727 -0.78715 -2.10831 -0.28
C -2.86467 -1.11006 -2.72913 0.00
C -4.02646 -1.14126 -1.98532 -0.02
C -3.96298 -0.86948 -0.62571 -0.03
C -2.73437 -0.57072 -0.07950 -0.11
N -1.60517 -0.52433 -0.79929 -0.03
C 1.68714 2.00770 -2.07617 -0.31
C 2.09917 3.19952 -2.64971 -0.02
C 2.26907 4.30129 -1.83560 -0.03
C 2.04337 4.17775 -0.47214 -0.03
C 1.62977 2.95776 0.01691 -0.10
N 1.44727 1.89461 -0.77262 -0.04
H 1.17683 0.96979 -3.88677 0.13
H 2.61410 0.40248 -3.05879 0.14
H 2.68136 -1.19247 -1.70539 0.11
H 1.94993 -1.94327 -3.14656 0.14
H 1.73119 -4.27998 -2.40996 0.13
H 0.77404 -5.90029 -0.76914 0.12
H -0.31157 -5.00706 1.29949 0.12
H -0.39436 -2.55516 1.63361 0.11
H -0.27161 -1.69783 -3.41888 0.14
H -0.60198 -0.00136 -3.74238 0.11
H -2.87457 -1.31061 -3.79219 0.13
H -4.97134 -1.37334 -2.45768 0.12
H -4.84047 -0.88302 0.00409 0.12
H -2.63736 -0.36022 0.97529 0.10
H 2.26578 3.25736 -3.71662 0.13
H 2.57156 5.25020 -2.25816 0.12
H 2.17853 5.01050 0.20240 0.11
H 1.42157 2.80751 1.06729 0.12
O -0.77251 1.69114 0.63662 -0.33
N -2.00931 2.16830 0.33696 -0.18
C -2.79287 2.34107 1.43639 -0.06
C -4.05413 2.83477 1.36037 -0.05
C -4.53915 3.18809 0.08638 -0.06
C -3.73099 3.03998 -0.99683 -0.09
C -2.40052 2.52361 -0.92129 -0.69
S -1.42647 2.42965 -2.29557 0.71
H -2.30747 2.07387 2.36182 0.12
H -4.63799 2.95654 2.25973 0.11
H -5.53422 3.59587 -0.02940 0.11
H -4.05938 3.32763 -1.98466 0.10
I 5.48495 -1.11092 0.51609 0.94
C 3.98099 -1.03877 1.93890 -0.65
C 4.23506 -1.43120 3.26606 -0.21
C 3.25445 -1.40370 4.22089 -0.68
I 3.72477 -2.01026 6.15666 0.95
C 1.94367 -0.98401 3.88238 -0.20
C 0.84396 -0.91537 4.77344 -0.03
C -0.36653 -0.49119 4.31797 -0.03
C -0.51660 -0.13512 2.96313 -0.13
N 0.47053 -0.19148 2.09715 -0.03
C 1.70399 -0.60171 2.54716 -0.14
C 2.72927 -0.61121 1.55440 -0.43
O 2.41882 -0.19960 0.35311 -0.28
H 5.23100 -1.75782 3.53185 0.08
H 0.97651 -1.20178 5.80770 0.07
H -1.22053 -0.42314 4.97695 0.11
H -1.46749 0.21671 2.59215 0.07
```

Properties
Multiplicity ... 2
Highest occupied orbital energy (spin up / spin down) ... -9.4 / -9.1 eV
Orbital gap (spin up / spin down) ... 6.68 / 6.31 eV
Energy ... -75529.9734 eV
⟨S²⟩ ... 0.75
LUMO level (spin up / spin down) ... -2.730 / -2.821 eV
Net charge ... +1
ΔE to the lowest compared entry with this formula, charge and spin ... 15.47 kcal/mol

=====

Entry 5:
The following is a quantum chemistry calculation of a molecular structure, C30H30AsI2N4O4Ti, from OMol25.

```
72
Properties=species:S:1:pos:R:3:lowdin_charge:R:1
Ti -0.24573 0.00662 0.42475 1.05
I 1.11339 -7.38259 -0.84211 0.82
C 1.08372 -5.37546 -0.23905 -0.74
C 1.00808 -5.06609 1.11065 -0.23
C 0.98411 -3.73700 1.49400 -0.62
I 0.77154 -3.18775 3.49991 0.94
C 1.04062 -2.68726 0.56039 -0.45
O 1.04606 -1.43820 0.91892 -0.22
C 1.10124 -3.04364 -0.80412 -0.16
C 1.11902 -1.90305 -1.77849 -0.13
N -0.12906 -1.11044 -1.66303 -0.11
C -1.30828 -1.84221 -2.11719 -0.12
C -2.24959 -2.14481 -0.98306 -0.24
C -3.46604 -2.77254 -1.21716 -0.02
C -4.24276 -3.14337 -0.13847 -0.06
C -3.77367 -2.88283 1.13995 -0.04
C -2.57071 -2.21941 1.27873 -0.09
N -1.81679 -1.84416 0.23773 0.09
C 1.12363 -4.37075 -1.19454 -0.12
H 0.95994 -5.84850 1.85497 0.08
H 1.24803 -2.27431 -2.80150 0.13
H 1.93952 -1.22607 -1.54153 0.12
H -0.01263 -0.25800 -2.19572 0.08
H -1.00280 -2.80280 -2.54463 0.13
H -1.83092 -1.29919 -2.90766 0.12
H -3.78256 -2.98076 -2.23160 0.12
H -5.19259 -3.64009 -0.28945 0.11
H -4.33321 -3.17705 2.01661 0.11
H -2.17441 -1.97578 2.25380 0.09
H 1.17599 -4.62372 -2.24714 0.10
O -1.42447 0.18037 1.97966 -0.21
C -1.31426 0.50576 3.24382 -0.34
C -2.38694 0.25506 4.11822 -0.02
C -2.29963 0.55167 5.46136 -0.09
C -1.13916 1.12359 5.99006 -0.10
C -0.09126 1.40079 5.14124 -0.05
C -0.15623 1.11098 3.77213 -0.15
C 0.95637 1.47421 2.93259 -0.05
N 1.01040 1.29313 1.66395 -0.06
N 2.17109 1.75264 1.06918 0.09
C 2.15659 1.52972 -0.20653 -0.47
O 1.17046 0.96419 -0.82829 -0.21
C 3.31889 1.98709 -1.01084 -0.15
C 3.37286 1.69120 -2.36854 -0.04
C 4.44572 2.11358 -3.14139 -0.09
C 5.47516 2.83865 -2.56084 -0.09
C 5.42739 3.13591 -1.20298 -0.08
C 4.35875 2.71350 -0.43206 -0.03
H -3.28576 -0.18332 3.70167 0.11
H -3.14103 0.33791 6.10886 0.10
H -1.06912 1.34967 7.04518 0.10
H 0.81554 1.85695 5.52354 0.11
H 1.81707 1.95287 3.39883 0.13
H 2.56921 1.11523 -2.80939 0.10
H 4.48329 1.87204 -4.19614 0.10
H 6.31323 3.16670 -3.16203 0.10
H 6.23161 3.69762 -0.74530 0.10
H 4.30821 2.93148 0.62570 0.11
C -0.05271 3.68003 -1.31017 -0.17
As -1.52427 2.51222 -1.69030 1.03
C -3.12518 3.53228 -1.41985 -0.19
C -1.44966 2.04046 -3.54963 -0.19
O -1.61706 1.13935 -0.76716 -0.53
H -0.26970 4.68203 -1.67682 0.05
H 0.84301 3.28114 -1.77935 0.03
H 0.08834 3.69133 -0.22953 0.05
H -3.16190 4.38084 -2.10080 0.04
H -3.12658 3.87799 -0.38766 0.05
H -3.98156 2.88087 -1.58180 0.04
H -1.65599 2.90672 -4.17577 0.04
H -2.19213 1.26477 -3.72843 0.04
H -0.45175 1.66195 -3.76835 0.04
```

Properties
Multiplicity ... 2
Highest occupied orbital energy (spin up / spin down) ... -6.7 / -7.3 eV
Orbital gap (spin up / spin down) ... 6.67 / 7.35 eV
Energy ... -145907.2149 eV
⟨S²⟩ ... 0.75
LUMO level (spin up / spin down) ... 0.011 / 0.011 eV
ΔE to the lowest compared entry with this formula, charge and spin ... 0.00 kcal/mol

=====

Entry 6:
The following is a quantum chemistry calculation of C2H2N2O4 in the gas phase at a distorted geometry, from OMol25.

```
10
Properties=species:S:1:pos:R:3:lowdin_charge:R:1
H -2.92346 0.26647 -0.00330 0.07
N -2.12512 0.40361 -0.60550 0.21
C -0.99077 0.02910 -0.13704 -0.42
O -0.56373 -0.19775 1.09600 0.21
C 0.74006 -0.50705 0.97330 -0.50
O 1.41899 -0.64882 1.93273 0.19
O 1.22694 -0.74628 -0.37646 0.08
N 0.03413 0.05570 -1.17285 -0.03
O 0.28760 1.34848 -1.42221 0.04
H 0.10620 1.34097 -2.40629 0.16
```

Properties
Multiplicity ... 1
Highest occupied orbital energy ... -10.9 eV
Orbital gap ... 11.29 eV
Energy ... -13272.2695 eV
LUMO level ... 0.374 eV
ΔE to the lowest compared entry with this formula, charge and spin ... 67.03 kcal/mol

=====

Q: Which of these has the highest multiplicity?
A: C2H4N3O